DFT (wB97M-V/def2-TZVPD) results for a structure of composition C45H43N2OP3PbS2.

Computed properties:
* LUMO energy (spin up / spin down): -13.55 / -12.53 eV

The geometry in ORCA input format:
```
! RIJCOSX wB97M-V def2-TZVPD def2/J DEFGRID3
* xyz 4 1
P -1.65 2.56 -0.05
C -1.64 5.30 2.98
C -0.16 3.12 2.19
H -4.79 -7.50 -0.23
S 1.44 -3.73 -0.44
H 4.33 5.09 1.85
H -2.22 6.16 3.28
H -1.83 -2.60 2.68
H -0.11 -6.35 -2.39
C -3.57 -6.02 -1.19
H 5.46 -1.71 -0.30
H -0.69 1.58 -2.55
C -4.21 -6.59 -0.10
C -1.37 4.79 -1.67
C -4.11 -6.01 1.15
C 5.77 -2.73 1.56
C -3.54 -1.68 -0.63
N 0.52 -6.16 0.05
C 3.35 -1.63 2.41
H 3.69 -2.66 4.25
H -1.65 5.40 -0.82
H -4.48 -1.87 -0.11
C 3.75 -1.33 -2.21
C 5.01 3.16 1.23
H -0.67 5.11 -4.97
H 6.73 -3.14 1.25
P 2.94 -0.17 0.15
H -5.86 1.51 2.19
C -5.57 2.44 -1.06
C 2.35 2.38 1.37
N 0.22 -5.44 -2.10
C 3.53 -0.11 -1.52
C -2.38 -1.94 2.00
H 4.96 -0.08 -5.10
C -1.22 3.52 1.40
C 0.15 3.75 3.40
C 0.64 -5.22 -0.87
P -2.23 -2.53 0.29
C -3.42 2.42 0.02
C 4.66 1.86 0.85
H -3.30 -4.40 2.31
H -3.65 -6.48 -2.17
C -4.02 2.01 1.22
H -3.43 1.88 2.11
C -1.17 5.40 -2.90
C -4.19 2.65 -1.12
C 3.76 1.11 -2.17
H -2.81 4.95 1.21
S 0.81 1.72 1.68
C 5.27 -3.00 2.83
H -6.17 2.62 -1.94
H -3.74 2.99 -2.04
H -1.97 -0.94 2.07
C -1.20 3.41 -1.54
C 4.04 4.08 1.60
C 3.33 1.47 0.87
Pb 0.10 -1.43 -0.78
C -2.77 -4.24 0.22
H -3.61 -2.10 -1.63
H 5.83 -3.65 3.49
C 4.07 -2.45 3.25
H 5.43 1.18 0.50
H -1.30 6.47 -3.00
H -3.36 -0.61 -0.69
H 2.41 -1.20 2.73
H 4.49 2.06 -3.94
C -0.61 3.27 -3.87
H -0.38 5.34 4.72
C 5.06 -1.92 0.69
H -2.36 -4.40 -1.89
C -0.82 2.65 -2.65
H -3.43 -1.91 2.28
C -0.60 4.85 3.78
C -2.84 -4.86 -1.03
H 3.55 2.05 -1.68
H 6.05 3.46 1.19
C 2.71 3.71 1.67
H -0.32 2.68 -4.74
C 3.85 -1.35 1.12
H -4.62 -6.45 2.00
C -0.80 4.64 -4.00
H 4.49 -2.24 -3.99
O -0.92 1.21 0.09
H 0.46 -4.79 -2.83
C -5.39 1.81 1.26
C -3.37 -4.84 1.32
C -6.16 2.02 0.12
C 4.28 1.11 -3.45
C 4.55 -0.09 -4.10
H -7.23 1.88 0.16
H 3.54 -2.28 -1.72
H 0.94 3.37 4.04
H 0.86 -6.00 0.99
C 4.28 -1.31 -3.48
H 1.96 4.43 1.96
H 0.21 -7.09 -0.17
C -1.96 4.63 1.81
*
```

Löwdin charges in e: P 0.814; C 0.003; C -0.454; H 0.129; S 0.495; H 0.140; H 0.135; H 0.062; H 0.147; C -0.051; H 0.113; H 0.083; C -0.028; C -0.054; C -0.033; C -0.017; C -0.222; N 0.171; C -0.086; H 0.127; H 0.107; H 0.079; C -0.113; C 0.019; H 0.126; H 0.132; P 1.057; H 0.120; C -0.037; C -0.456; N 0.154; C -0.385; C -0.231; H 0.135; C -0.276; C -0.075; C -0.830; P 0.759; C -0.303; C -0.046; H 0.105; H 0.122; C -0.084; H 0.114; C -0.033; C -0.052; C -0.053; H 0.129; S 1.186; C 0.005; H 0.124; H 0.113; H 0.036; C -0.305; C 0.003; C -0.343; Pb 1.026; C -0.397; H 0.061; H 0.134; C -0.030; H 0.132; H 0.126; H 0.035; H 0.106; H 0.131; C -0.054; H 0.135; C -0.054; H 0.095; C -0.087; H 0.075; C -0.008; C -0.135; H 0.116; H 0.140; C -0.021; H 0.116; C -0.377; H 0.128; C -0.031; H 0.129; O -0.579; H 0.120; C -0.050; C -0.070; C -0.031; C -0.019; C 0.009; H 0.126; H 0.065; H 0.132; H 0.124; C -0.025; H 0.119; H 0.150; C -0.038

DFT (wB97M-V/def2-TZVPD) results for an isolated molecule of C2H4N2OS2.

Computed properties:
* LUMO energy: 0.11 eV

The geometry in ORCA input format:
```
! RIJCOSX wB97M-V def2-TZVPD def2/J DEFGRID3
* xyz 0 1
N -0.76 0.26 -0.82
C -1.89 0.66 -1.31
S 1.80 1.18 2.34
H 0.47 -1.33 -0.78
H -2.20 0.45 -2.37
S -0.52 0.89 0.73
N 1.52 -0.75 0.63
H 2.47 -1.07 0.90
C 1.00 0.33 1.23
O 0.76 -1.79 0.06
H -2.63 1.18 -0.60
*
```

Löwdin charges in e: N -0.366; C -0.140; S 0.624; H 0.087; H 0.087; S 0.943; N -0.132; H 0.152; C -1.273; O -0.059; H 0.077

DFT (wB97M-V/def2-TZVPD) results for a cluster of 3 separate species, C3H8NOS in total.

Computed properties:
* LUMO energy: -6.55 eV

The geometry in ORCA input format:
```
! RIJCOSX wB97M-V def2-TZVPD def2/J DEFGRID3
* xyz 1 1
S 6.31 -1.01 -0.22
H -0.55 1.64 1.11
H -3.49 -2.01 1.83
C -2.72 -0.85 0.10
H 0.59 3.13 -0.23
N -0.44 1.27 0.12
H -4.75 -1.90 0.42
H 7.28 -0.07 -0.01
C 0.26 2.04 -0.60
H 5.71 -0.38 -1.23
C -3.73 -1.60 0.81
O -2.88 -2.00 -0.40
H 0.29 1.87 -1.73
H -1.89 -0.12 0.04
*
```

Löwdin charges in e: S 0.448; H 0.087; H 0.154; C 0.126; H 0.126; N -0.042; H 0.167; H -0.200; C -0.111; H -0.248; C 0.102; O 0.189; H 0.092; H 0.110

DFT (wB97M-V/def2-TZVPD) results for an isolated molecule of C20H23N3O3.

Computed properties:
* LUMO energy: 0.86 eV

The geometry in ORCA input format:
```
! RIJCOSX wB97M-V def2-TZVPD def2/J DEFGRID3
* xyz 0 1
H -2.15 -3.12 -1.35
C 2.41 1.87 -1.79
H 0.11 2.46 0.57
H -0.45 -4.87 1.27
H -0.44 -1.25 2.60
H 3.34 -1.50 -0.04
C -0.43 1.53 0.67
C -0.74 -0.57 1.81
O -1.95 2.03 -1.17
C 2.72 1.65 -0.45
H -1.83 3.71 -2.24
C 1.51 -1.21 -1.02
O 2.89 0.43 0.13
H -3.36 -2.18 0.33
H -0.25 3.11 -1.66
H 3.48 -0.59 -1.58
C -0.22 -2.37 -0.98
C -3.17 -2.39 2.44
C -2.53 -2.21 1.06
N -1.76 -3.40 0.68
C -2.15 0.01 -0.02
H -2.44 -2.26 3.24
C -1.79 -0.90 0.96
H -0.93 -4.36 -0.95
C -1.30 3.25 -1.40
H 2.05 3.33 -3.30
C -0.07 0.63 1.66
C -0.73 -3.86 1.58
H -1.13 -3.92 2.59
C 2.28 3.17 -2.26
H 0.76 0.87 2.31
H -2.96 -0.21 -0.70
C 2.88 2.74 0.40
H 2.25 1.04 -2.46
H -3.94 -1.64 2.57
C -1.49 1.22 -0.18
H -3.62 -3.37 2.51
C -1.31 -3.36 -0.70
C 2.74 4.03 -0.08
O -0.38 -1.45 -1.93
N 0.75 -0.70 -1.95
C 2.88 -0.73 -0.66
C 2.44 4.25 -1.41
H -1.38 3.91 -0.53
H 2.34 5.26 -1.79
N 0.94 -2.27 -0.39
H 3.11 2.55 1.44
H 0.17 -3.24 1.58
H 2.86 4.87 0.60
*
```

Löwdin charges in e: H 0.136; C -0.028; H 0.096; H 0.091; H 0.106; H 0.137; C -0.019; C -0.048; O -0.074; C -0.278; H 0.095; C -0.303; O -0.036; H 0.140; H 0.071; H 0.135; C -0.311; C -0.040; C -0.324; N -0.164; C 0.035; H 0.067; C -0.193; H 0.136; C -0.073; H 0.109; C -0.064; C -0.085; H 0.079; C -0.098; H 0.109; H 0.130; C -0.025; H 0.091; H 0.086; C -0.265; H 0.085; C -0.097; C -0.086; O 0.049; N 0.151; C -0.111; C -0.107; H 0.099; H 0.100; N 0.212; H 0.118; H 0.064; H 0.104

DFT (wB97M-V/def2-TZVPD) results for a cluster of 6 separate species, C32H85N13O7P4 in total.

Computed properties:
* LUMO energy (spin up / spin down): -2.56 / -7.15 eV

The geometry in ORCA input format:
```
! RIJCOSX wB97M-V def2-TZVPD def2/J DEFGRID3
* xyz 1 2
H 4.55 1.30 -0.62
C -1.66 0.19 2.95
H 3.96 5.25 3.44
O -6.55 -1.95 6.43
C -0.16 -6.49 -6.26
N 0.29 4.30 -5.07
H 1.44 2.02 -4.32
H 0.72 -7.07 -6.01
C 0.43 -2.74 -4.88
H 2.13 0.82 2.10
H -3.02 5.00 0.72
H -3.92 -0.80 5.03
C 1.50 -3.26 -8.93
H 1.55 1.23 -2.74
H 2.33 -3.06 -9.61
H 0.41 2.91 -6.53
H -1.02 -4.79 -8.43
C -3.72 -0.39 6.02
C 2.61 0.69 1.13
H -2.86 -4.75 5.21
H -0.98 2.69 -5.62
C -4.19 -4.31 8.80
H 2.69 3.19 -2.64
H -0.90 4.02 -6.89
H -4.38 0.45 6.21
N -2.34 4.71 1.41
H -0.59 0.12 3.13
N -5.33 -3.45 8.42
C -0.68 -0.88 0.26
O 0.36 -0.87 -0.58
H -2.63 -3.63 6.48
H 0.57 -3.56 -9.42
C 4.78 0.61 0.19
H -2.64 -0.24 6.10
H 1.10 6.83 -2.25
H -1.41 0.81 -2.66
O 2.66 -5.33 -5.90
C -2.09 0.56 1.48
H 2.85 -1.76 -4.97
C 0.89 1.43 -3.59
C 2.53 -1.93 -6.00
H -1.05 -3.44 -7.12
H -2.99 -1.42 8.95
H 1.82 4.78 1.95
H -0.06 -3.69 -4.67
O 5.85 3.01 1.86
H -2.11 2.36 -2.62
H -6.59 -4.36 9.78
H 0.10 3.02 2.77
C 0.59 -1.91 -1.42
H -6.47 -3.64 4.79
H 4.07 0.06 5.21
O -1.07 -1.88 0.83
H 2.68 4.70 4.22
C -3.15 -3.75 5.53
H -7.42 -3.61 8.47
H 2.22 3.77 0.52
C 3.80 0.47 4.24
C 1.07 5.44 -5.60
N -3.99 -1.32 7.15
C -6.56 -4.23 8.70
H 3.38 4.86 -2.39
H -1.02 4.80 4.37
H 6.68 1.11 4.53
H -5.46 -4.96 4.49
C 3.52 4.28 3.66
N 1.43 -2.92 -5.96
N 0.04 -5.15 -6.64
H -5.05 -3.41 3.67
N -4.58 -3.55 5.71
C -3.69 -0.76 8.45
H 0.86 6.39 -5.10
H 3.71 -0.40 3.59
C 2.71 4.23 -2.96
O -1.05 0.36 0.54
H 4.58 -0.41 -0.12
H -2.65 -3.06 4.85
C -1.30 4.54 3.36
H 0.40 -2.87 -0.95
C 2.38 -5.56 -8.85
H -4.29 -4.85 9.75
H 3.21 -5.99 -8.29
C -1.06 -4.49 -7.38
C -1.32 3.82 1.18
C 2.61 4.27 1.41
P 1.63 -4.48 -6.55
C -2.43 5.04 2.73
H 5.40 1.60 5.71
C -5.42 -3.88 4.58
H -3.16 0.19 8.41
C -1.18 1.84 -2.39
H 3.34 5.01 1.08
H -3.34 5.45 3.16
H -4.53 -0.70 9.13
C -0.39 3.49 -6.08
P -5.22 -2.47 6.90
H 2.99 4.32 -4.01
C 5.81 1.75 4.72
H -0.26 -1.93 -5.10
H 0.90 5.68 -6.65
H 0.13 -1.90 -2.41
H 5.84 0.84 0.28
H 2.63 -5.51 -9.91
H -1.14 3.45 0.19
H -0.83 -6.59 -5.41
H -1.97 -4.97 -7.02
H 2.12 5.18 -5.51
H -2.11 0.89 3.66
H 1.55 -6.28 -8.90
H 2.00 1.11 0.32
H 0.49 0.51 -4.00
O -1.39 4.74 -3.01
H 2.06 -1.03 -6.41
H 0.37 5.71 -1.14
N 3.26 3.48 2.52
N -0.07 2.45 -3.10
H -6.52 -5.06 8.00
H 2.66 -0.38 0.95
N 4.74 1.41 3.74
H -4.18 -5.02 7.98
N 1.34 4.71 -2.66
H -2.89 -0.14 1.24
C 1.27 5.88 -1.73
C -0.75 3.62 2.47
H 2.78 0.84 4.23
H 1.29 -2.36 -8.35
N 3.95 1.15 1.25
H -2.09 -0.75 3.28
H 6.01 2.80 4.50
H -0.91 1.94 -1.34
H 3.43 -2.21 -6.53
H -3.29 -3.71 8.69
H -2.64 1.44 1.15
N 1.89 -4.36 -8.18
P 4.58 2.37 2.26
H 4.15 3.80 4.41
H -0.66 -7.12 -7.00
H 1.08 -2.50 -4.03
P -0.07 4.22 -3.43
H 1.63 -1.95 -1.74
H 2.13 5.86 -1.06
*
```

Here are the Löwdin charges for atoms 1 to 99, given in e: H 0.072; C -0.036; H 0.086; O -0.316; C -0.099; N -0.309; H 0.058; H 0.101; C -0.075; H 0.064; H 0.151; H 0.068; C -0.073; H 0.066; H 0.122; H 0.068; H 0.098; C -0.099; C -0.145; H 0.082; H 0.074; C -0.134; H 0.059; H 0.084; H 0.091; N 0.003; H 0.078; N -0.313; C -0.565; O -0.010; H 0.061; H 0.102; C -0.116; H 0.084; H 0.077; H 0.075; O -0.230; C -0.186; H 0.090; C -0.119; C -0.066; H 0.092; H 0.065; H 0.070; H 0.087; O -0.283; H 0.073; H 0.084; H 0.086; C -0.099; H 0.070; H 0.084; O 0.129; H 0.083; C -0.134; H 0.071; H 0.068; C -0.154; C -0.096; N -0.324; C -0.124; H 0.086; H 0.095; H 0.082; H 0.076; C -0.182; N -0.312; N -0.210; H 0.080; N -0.306; C -0.130; H 0.082; H 0.069; C -0.078; O 0.007; H 0.082; H 0.065; C -0.111; H 0.107; C -0.030; H 0.085; H 0.102; C -0.023; C -0.111; C -0.086; P 0.568; C -0.136; H 0.076; C -0.128; H 0.084; C -0.137; H 0.076; H 0.109; H 0.082; C -0.114; P 0.660; H 0.057; C -0.098; H 0.094

DFT (wB97M-V/def2-TZVPD) results for a cluster of 2 separate species, C18H25N2 in total.

Computed properties:
* LUMO energy: -4.63 eV

The geometry in ORCA input format:
```
! RIJCOSX wB97M-V def2-TZVPD def2/J DEFGRID3
* xyz 1 1
C -2.24 -1.08 -3.03
C -1.36 0.82 1.66
C 1.03 1.63 1.58
H 3.72 4.37 0.84
H -0.15 -3.84 -0.42
C -0.96 -0.37 -3.41
C 1.67 3.77 0.57
C 0.93 0.78 -2.43
H 0.86 -1.32 2.30
H 4.31 2.37 2.22
N -1.01 -2.06 -1.18
H -1.90 -3.61 -0.15
H -1.29 -2.09 2.81
H 0.77 -0.20 3.67
H -0.73 -2.67 0.80
H 1.16 1.28 -1.48
H -3.16 -0.19 2.41
C -2.08 -0.13 2.36
N -0.12 -0.19 -2.25
H -1.80 1.66 1.10
H 1.40 4.64 -0.01
H -0.43 -0.96 -4.18
C -1.18 -1.05 3.12
H -2.82 -2.77 -1.84
C 0.26 -0.53 2.76
H 1.71 -0.27 -0.35
C 0.70 2.80 0.84
C 2.97 3.62 1.07
H 0.58 1.54 -3.14
C -1.92 -2.34 -2.27
H 1.10 -1.85 0.37
H -2.86 -0.42 -2.41
H -2.81 -1.32 -3.92
H -0.32 2.93 0.47
C 3.30 2.49 1.82
C 2.34 1.53 2.11
H -1.34 -1.01 4.21
C 0.85 -0.92 -0.14
C -0.08 -1.06 -1.20
H -1.17 0.61 -3.83
C -0.93 -3.10 -0.19
C 0.04 0.61 1.81
H 1.85 0.33 -2.84
H -1.48 -3.08 -2.95
H 2.60 0.66 2.73
*
```

Löwdin charges in e: C -0.148; C -0.010; C -0.199; H 0.115; H 0.113; C -0.161; C -0.058; C -0.039; H 0.103; H 0.116; N -0.106; H 0.100; H 0.107; H 0.133; H 0.062; H 0.071; H 0.124; C 0.021; N -0.109; H 0.120; H 0.114; H 0.142; C -0.136; H 0.126; C -0.126; H 0.063; C -0.020; C -0.048; H 0.098; C -0.163; H 0.061; H 0.128; H 0.125; H 0.111; C -0.054; C -0.003; H 0.131; C 0.038; C -0.264; H 0.125; C -0.041; C -0.133; H 0.112; H 0.142; H 0.119

Which formula does entry 4 have?
C20H23N3O3